(1)
{"formula": "C10H30BaN2O11", "method": "the ωB97M-V functional and the def2-TZVPD basis", "homo_lumo_gap_ev": 6.51, "total_charge": 0, "spin_multiplicity": 1, "energy_ha": -1360.204417, "relative_energy_kcal_mol": 810.3, "species": ["Ba", "N", "O", "O", "O", "N", "O", "O", "O", "C", "C", "O", "H", "H", "H", "H", "H", "H", "C", "C", "O", "H", "H", "H", "H", "H", "H", "C", "C", "O", "H", "H", "H", "H", "H", "H", "C", "C", "O", "H", "H", "H", "H", "H", "H", "C", "C", "O", "H", "H", "H", "H", "H", "H"], "positions_angstrom": [[-0.07407, 0.19480, -0.27573], [0.43227, 1.16548, -2.86726], [0.58059, 0.24807, -2.09872], [1.11591, 1.20607, -3.87803], [-0.38642, 2.02958, -2.60346], [-1.04490, 3.04996, 0.01757], [-1.67701, 3.47422, -0.96379], [-0.62718, 1.89846, -0.03154], [-0.85261, 3.76203, 0.95441], [-0.06512, -1.05731, 3.61278], [0.24758, -1.21958, 2.10261], [0.58657, 0.09036, 1.55479], [-0.89182, -0.37035, 3.79379], [0.78014, -0.78548, 4.24503], [-0.42441, -2.00797, 4.00680], [-0.57466, -1.65983, 1.53852], [1.12763, -1.85472, 2.00149], [1.18728, 0.47027, 2.20009], [1.87502, -2.36883, -2.31213], [2.28140, -1.28000, -1.27519], [1.36643, -1.19421, -0.19491], [0.95991, -2.09704, -2.83826], [1.64247, -3.25339, -1.71920], [2.71966, -2.49977, -2.98855], [2.34421, -0.31122, -1.77081], [3.30012, -1.44445, -0.92413], [1.56245, -1.92873, 0.39132], [1.84862, 3.10586, -1.10116], [1.82459, 2.36776, 0.23135], [1.73169, 1.01121, -0.04274], [2.28862, 4.08573, -0.91581], [0.81886, 3.18402, -1.44986], [2.40315, 2.59069, -1.88548], [1.00081, 2.66570, 0.87998], [2.79229, 2.58481, 0.68362], [2.61188, 0.74865, -0.32190], [-3.29294, 1.52602, 1.01686], [-2.04977, 0.90597, 1.75853], [-1.60328, -0.20083, 0.93211], [-4.01526, 0.77771, 0.69070], [-2.95441, 2.11943, 0.16753], [-3.87407, 2.23706, 1.60408], [-2.30956, 0.36770, 2.67005], [-1.26477, 1.61777, 2.01387], [-2.14002, -0.98004, 1.09439], [-1.53490, -2.67800, -1.78929], [-0.76274, -2.65585, -0.42672], [-1.00396, -1.49248, 0.25923], [-2.60151, -2.60786, -1.57593], [-1.49589, -3.69569, -2.17774], [-1.20506, -1.90477, -2.48313], [0.30036, -2.86479, -0.54618], [-1.23851, -3.38932, 0.22425], [-1.76540, -1.68265, 0.81209]], "mulliken_charge": [3.510, 0.807, -0.378, -0.748, -0.580, 0.626, -0.661, -0.676, -0.706, -1.511, 0.361, -0.619, 0.268, 0.438, 0.413, 0.252, 0.381, 0.177, -1.435, -0.714, -0.650, 0.166, 0.532, 0.487, 0.486, 0.554, 0.417, -1.130, -0.640, -0.515, 0.488, 0.264, 0.303, 0.553, 0.352, 0.191, -1.057, -0.865, -0.414, 0.360, 0.178, 0.421, 0.368, 0.631, 0.109, -1.400, -0.417, -0.919, 0.408, 0.461, 0.281, 0.085, 0.451, 0.252]}

=====

(2)
{"formula": "C5H24ClO11", "method": "the ωB97M-V functional and the def2-TZVPD basis", "homo_lumo_gap_ev": 9.29, "total_charge": -1, "spin_multiplicity": 1, "energy_ha": -1491.887504, "species": ["Cl", "O", "O", "O", "O", "O", "H", "H", "O", "H", "H", "C", "O", "H", "H", "H", "H", "C", "O", "H", "H", "H", "H", "C", "O", "H", "H", "H", "H", "C", "O", "H", "H", "H", "H", "C", "O", "H", "H", "H", "H"], "positions_angstrom": [[0.01340, -0.47306, 0.60175], [-0.27412, -1.83204, 0.71197], [1.35811, -0.23450, 0.19192], [-0.89399, 0.09050, -0.43627], [-0.38681, 0.12343, 1.88444], [-2.16246, 1.48109, 0.52135], [-2.76436, 0.87329, 0.09177], [-1.42213, 0.93664, 0.78914], [-1.21244, 1.67720, 2.31676], [-0.60753, 1.15586, 1.78902], [-0.68057, 1.99749, 3.04529], [1.04879, 2.47263, 1.62292], [1.91949, 1.37851, 1.43491], [0.19426, 2.22123, 2.25115], [1.68305, 3.26141, 2.02744], [0.80707, 2.71291, 0.58757], [1.36621, 0.63329, 1.18968], [-2.19485, -0.81038, -2.39714], [-1.55830, -1.80174, -1.60781], [-1.73793, 0.16891, -2.25463], [-2.12640, -0.98579, -3.47076], [-3.25887, -0.66548, -2.21012], [-1.17153, -1.33290, -0.86470], [-3.08460, -1.55208, 0.94378], [-2.28341, -2.11680, 1.99605], [-2.57896, -1.48182, -0.01929], [-3.96028, -2.14536, 0.68051], [-3.49064, -0.60814, 1.30737], [-1.49522, -1.60526, 2.19272], [1.42777, -0.30826, -2.68401], [1.57506, -1.18217, -1.67645], [1.68971, 0.71342, -2.40896], [1.92898, -0.71561, -3.56205], [0.37565, -0.31482, -2.96882], [1.28891, -0.80625, -0.84074], [3.62053, 0.16006, 0.02456], [4.51305, -1.00202, -0.18111], [4.21332, 0.83377, 0.64328], [3.32607, 0.64220, -0.90761], [2.73056, -0.06502, 0.61226], [4.26549, -1.49423, -0.96726]], "mulliken_charge": [1.293, -0.669, -0.537, -0.463, -0.613, -0.702, 0.341, 0.506, -0.824, 0.138, 0.286, -0.712, -0.659, 0.067, 0.314, 0.264, 0.866, -0.887, -0.645, 0.250, 0.318, 0.273, 0.273, -0.410, -0.600, 0.385, 0.381, 0.258, 0.409, -0.565, -0.673, 0.243, 0.302, 0.047, 0.672, -0.446, -0.621, 0.358, 0.135, 0.343, 0.304]}

=====

(3)
{"formula": "C3H7NSSi", "method": "the ωB97M-V functional and the def2-TZVPD basis", "homo_lumo_gap_ev": [9.27, 7.23], "total_charge": 0, "spin_multiplicity": 1, "energy_ha": -860.743933, "relative_energy_kcal_mol": 93.8, "species": ["C", "C", "C", "N", "Si", "S", "H", "H", "H", "H", "H", "H", "H"], "positions_angstrom": [[-0.75184, 0.22815, -0.06036], [1.78107, -0.61785, -0.06938], [1.91120, 0.89280, 0.11607], [0.43844, -1.22174, 0.15323], [-2.63761, 0.02716, 0.08268], [0.23254, 1.57062, 0.05278], [2.18806, -0.82988, -1.02274], [2.51407, -1.17478, 0.69527], [2.33446, 1.15613, 1.14092], [2.57670, 1.39759, -0.64847], [-3.28908, 0.64956, 1.20445], [-3.05433, -1.36532, 0.21958], [-2.98715, 0.32046, -1.24885]], "mulliken_charge": [0.117, -0.367, -0.408, -0.381, 0.401, -0.131, 0.243, 0.268, 0.261, 0.324, -0.111, -0.108, -0.108]}

=====

(4)
{"formula": "H4S2", "method": "the ωB97M-V functional and the def2-TZVPD basis", "homo_lumo_gap_ev": 10.58, "smiles": "S.S", "total_charge": 0, "spin_multiplicity": 1, "energy_ha": -798.748763, "relative_energy_kcal_mol": 0.4, "species": ["H", "H", "H", "H", "S", "S"], "positions_angstrom": [[-3.01630, -1.08734, -1.10840], [-1.10622, -0.68628, -1.10107], [2.80580, -0.36737, -0.29961], [1.46787, -0.34084, 1.10962], [-2.16438, -0.41358, -0.31770], [2.15493, 0.56870, 0.40517]], "mulliken_charge": [0.141, 0.144, 0.150, 0.146, -0.280, -0.300]}